ORCA calculation (ωB97M-V/def2-TZVPD) on a cluster of 13 separate species, C3H32NO14 in total in a non-equilibrium geometry.

Cartesian coordinates (Å):
1 O 0.98734 -2.63236 2.05415
2 H 1.58897 -0.03790 -1.69279
3 H 0.25898 4.24374 0.32375
4 H -1.71964 0.93124 -0.78524
5 O 1.61363 -0.68821 -2.40766
6 H -2.77974 0.70752 1.00742
7 O -2.18556 -1.33549 3.37044
8 O -0.41639 2.14899 -3.58014
9 H 3.31748 2.43396 1.32347
10 O 2.89527 1.55364 1.20661
11 H 0.64684 -1.73863 2.00998
12 O -2.65700 -0.23324 0.92273
13 H -2.25954 3.62123 2.39690
14 H -1.06791 -2.63903 -0.15777
15 O 3.48930 -1.28766 2.04543
16 H -0.27631 -0.57146 -2.01796
17 H 1.82979 3.93826 -0.06293
18 O -1.42841 3.20221 2.11888
19 H 2.18926 1.76779 0.58232
20 H -2.04983 -2.26480 3.12716
21 O 1.41160 -3.15203 -1.89591
22 H -2.04252 -0.33885 1.66684
23 H -1.29744 -1.07571 3.64193
24 N -1.26113 -0.45501 -2.26217
25 H -0.33000 -0.18404 -4.24139
26 H 1.73479 -1.56075 -2.00093
27 H -2.23282 -3.45915 -0.43731
28 H 0.35960 1.23157 0.08230
29 H 0.04823 2.91650 -3.97544
30 H 4.06673 -1.34960 1.25376
31 H -1.90415 0.04321 -4.21630
32 O 0.56361 -0.49452 3.88453
33 C -1.66370 0.99451 -1.90232
34 H 0.26873 0.19530 4.48603
35 H -1.78414 -1.25529 -1.88957
36 H 0.36086 -1.25853 4.45371
37 H 2.13078 -3.75261 -1.77151
38 C -0.45632 1.84007 -2.21421
39 O -0.25234 0.50835 0.34721
40 H -0.73910 3.70176 2.63009
41 H -0.01586 0.23480 1.23404
42 H 1.92693 -2.81746 2.23115
43 O -1.53337 -3.00957 -0.93835
44 O 0.23557 2.39083 -1.28406
45 H -2.51726 1.40162 -2.43622
46 H 0.62854 -3.59301 -1.50476
47 H -1.11665 -1.68290 -3.97392
48 C -1.18878 -0.62571 -3.74082
49 O 1.10561 3.88266 0.54874
50 H 3.51745 -0.39623 2.44012

Forces on the atoms, in the same order (eV/Å):
-1.1 -2.0 -0.2
0.2 0.1 -0.1
-0.1 0.0 -1.3
-0.6 0.4 -1.5
-0.1 0.7 0.1
-0.3 0.7 -0.5
0.3 -0.6 0.2
-0.1 0.3 -1.3
-0.4 -0.9 0.1
0.6 1.0 0.0
1.4 0.3 0.2
-0.1 -0.4 0.5
0.3 -0.2 -0.1
0.2 0.2 -0.7
0.5 -0.3 -0.2
0.2 0.1 0.7
-0.7 0.5 -1.1
0.5 0.9 1.0
-0.2 0.0 0.0
-0.3 0.2 0.0
-1.2 -0.7 0.3
-0.5 -0.6 -0.2
0.1 0.3 0.0
-0.2 0.1 -2.0
0.7 0.0 1.1
-0.1 0.1 0.0
-0.2 -0.1 -0.7
-0.7 0.3 -0.3
-0.1 -0.4 1.4
-0.6 0.7 1.0
-1.0 -1.0 0.0
-0.6 -0.4 0.9
2.0 0.8 1.5
0.2 0.8 -0.2
-0.3 0.5 0.4
0.7 -0.2 -0.5
0.7 -0.6 0.1
-0.5 -0.6 0.6
1.2 -0.6 0.5
-0.8 -0.8 -0.8
0.3 0.2 0.3
-0.6 1.6 -0.2
0.2 -0.1 1.5
0.5 0.4 -1.0
-0.5 -0.9 -0.2
0.4 0.4 -0.3
-0.8 0.0 -0.2
0.3 0.5 -0.9
1.1 -0.3 2.8
0.1 -0.4 -0.9

Orbital gap (alpha / beta) in eV: 3.53 / 8.13
LUMO energy (alpha / beta) in eV: 0.00 / -0.02
HOMO energy (alpha / beta) in eV: -3.54 / -8.14
Relative energy (zero: lowest compared OMol25 entry of this formula, charge and spin) in kcal per mole: 0.0
Spin multiplicity: 2
DFT total energy in Eh: -1241.45322



ORCA calculation (ωB97M-V/def2-TZVPD) on an isolated molecule of C3H4N2O in a non-equilibrium geometry.

Cartesian coordinates (Å):
1 N -1.07117 -0.21142 -0.06399
2 C 0.65088 0.97731 0.70139
3 C 1.21308 0.40403 -0.43147
4 O 0.03784 -1.18493 -1.88570
5 N -0.66795 0.68581 0.89013
6 H -0.77082 -1.71736 -1.82085
7 H -1.25795 0.83446 1.68992
8 C 0.12198 -0.33955 -0.84623
9 H -1.49251 0.33062 -0.86302
10 H 1.11168 1.61739 1.45460

Forces on the atoms, in the same order (eV/Å):
0.0 0.4 -1.8
-0.2 0.1 0.2
-0.1 -0.3 -0.1
-0.2 0.2 0.0
0.1 0.5 0.2
0.2 0.1 0.0
0.1 0.0 0.0
1.2 -0.6 0.5
-1.0 -0.3 1.1
-0.1 -0.2 -0.2

Orbital gap in eV: 8.41
LUMO energy in eV: 0.59
HOMO energy in eV: -7.82
Relative energy (zero: lowest compared OMol25 entry of this formula, charge and spin) in kcal per mole: 99.9
DFT total energy in Eh: -301.32806



ORCA calculation (ωB97M-V/def2-TZVPD) on a cluster of 2 separate species, Br2HOP in total in a non-equilibrium geometry.

Cartesian coordinates (Å):
1 Br 3.14263 -0.29053 -0.01635
2 Br -2.66495 0.66965 -0.05373
3 P 1.12513 0.52130 0.18864
4 H -1.79517 -0.32960 -0.31815
5 O 0.19236 -0.57083 0.19959

Forces on the atoms, in the same order (eV/Å):
0.7 -0.2 -0.1
-1.7 1.7 0.4
0.7 1.7 0.1
1.3 -1.6 -0.4
-1.0 -1.6 0.0

Orbital gap in eV: 9.40
LUMO energy in eV: -1.31
HOMO energy in eV: -10.71
Relative energy (zero: lowest compared OMol25 entry of this formula, charge and spin) in kcal per mole: 24.1
DFT total energy in Eh: -5565.24851



ORCA calculation (ωB97M-V/def2-TZVPD) on a cluster of 9 separate species, C36H74F24N9O20S8 in total in a non-equilibrium geometry.

Cartesian coordinates (Å):
1 H 2.00191 5.89456 -4.32701
2 O 0.46240 -8.29116 -1.65699
3 O 2.97878 -1.40446 2.11237
4 F -3.39298 3.33064 1.87643
5 H -0.37649 5.81968 -2.45227
6 C -2.77867 -4.45536 6.99084
7 O 2.17174 2.62100 -5.39723
8 H -1.26007 5.35775 -6.07928
9 H -5.51678 -3.19638 -2.00882
10 C -0.61641 7.99060 -6.71434
11 C -0.55278 5.15734 -5.27449
12 S -0.98977 -1.68095 3.30107
13 H -2.87681 -5.53435 7.11019
14 C 1.26500 -6.17120 -0.08890
15 H 6.02339 -1.07461 -1.16086
16 H -3.74152 -3.96247 7.12537
17 C 2.74138 -2.00426 6.72777
18 C -6.12481 -0.72918 -1.99205
19 N 2.85276 -7.43585 -2.16578
20 H 1.45486 7.38562 -3.66467
21 N -4.35551 3.96508 -1.11815
22 F -1.63022 3.70869 0.62164
23 S 1.23075 -7.03294 -1.81583
24 N 0.36713 -0.79639 2.59545
25 H -1.30594 -1.87114 9.99788
26 C 1.45192 5.67229 -1.30593
27 C -2.46818 -4.42699 9.42222
28 S -4.57884 4.74887 -2.39608
29 C -0.92723 -1.65539 8.99882
30 C 0.52439 7.24787 -6.10366
31 H 3.12350 -2.88933 -1.14393
32 H 0.26093 4.61258 -5.75325
33 H 1.03887 6.52008 -6.73114
34 H 4.68953 -1.02452 0.02204
35 H 3.51186 -3.48029 4.75217
36 F -6.61044 3.00487 -2.88015
37 H -2.28695 -4.35972 6.02277
38 S 3.13583 -6.39156 -3.40522
39 O 2.41314 -6.71735 -4.61713
40 C -5.03375 -2.80478 -1.11359
41 C 4.52143 -2.00044 -3.13252
42 C -5.47318 3.41802 -3.48528
43 F 2.08909 1.86037 2.42359
44 H -3.27097 -3.72659 9.65257
45 C 5.03158 -6.74377 -3.84044
46 H 0.75059 4.54578 -2.92750
47 H -2.80480 -5.46318 9.38894
48 H 1.12147 -0.61054 -2.06101
49 F -0.47426 0.68884 -1.49057
50 H 1.86489 -3.02551 4.42588
51 H -1.22052 -2.24388 7.01479
52 C 2.27924 -0.32452 4.97990
53 F 5.66271 -5.66903 -4.31343
54 O -1.30631 0.32415 1.13478
55 H 2.85336 0.01346 4.11719
56 F -4.64801 2.37151 -3.57758
57 H 1.20732 -0.51066 4.91320
58 F 3.57007 0.54240 -7.35856
59 H -6.35572 -1.30021 -2.89134
60 C -1.03976 7.55764 -4.37777
61 H -2.57281 7.36574 -6.01287
62 F 0.05596 -5.83704 0.30302
63 H -1.60345 -4.36155 10.08256
64 F 4.15642 0.52568 -5.27791
65 H -3.45466 -0.17213 -2.82750
66 H 3.69373 -1.88966 -3.83305
67 H -3.42991 1.35720 0.48107
68 C -0.48334 -4.65159 7.84787
69 N 3.15867 -1.58836 5.32023
70 O 3.10381 -4.99092 -2.97147
71 H 4.63418 -3.04948 -2.85883
72 C -3.63005 -1.21457 -2.56170
73 C 1.15417 6.34859 -3.81389
74 C 2.76969 -1.87193 -1.31068
75 H -2.37786 8.89217 -5.55996
76 C -0.29753 1.69207 -2.33426
77 F -2.26430 5.26612 2.07891
78 H 0.59863 -2.22873 -1.62557
79 N -1.86705 -3.99345 8.07721
80 F 5.57297 -7.07315 -2.71403
81 C -1.75288 8.00926 -5.69396
82 H 5.07606 -2.08416 5.93432
83 N 1.08224 0.54613 -4.49252
84 H -0.70502 -5.71850 7.82249
85 H 0.02620 -4.36411 6.92818
86 O -5.31037 1.62474 -0.22988
87 F 0.96657 2.15970 -2.24268
88 F -0.91528 -2.89883 0.99634
89 H 3.14258 -2.95546 7.07755
90 H 1.36787 -1.09385 -3.90943
91 N 0.01844 6.51231 -4.83816
92 F 0.68407 2.78575 1.00115
93 H -2.73402 -1.60918 -2.08262
94 H 1.39929 6.70349 -0.95673
95 H 1.14700 5.02230 -0.48579
96 H -5.01088 -0.55926 0.53174
97 H 2.51505 5.43741 -1.35787
98 H 1.33671 7.94479 -5.89739
99 H -5.05140 2.51362 -0.48372
100 H 0.86000 -1.53703 9.63487
101 O -4.93677 5.81205 0.65713
102 H -0.98339 7.68544 -7.69429
103 H 2.43084 0.42270 5.75886
104 S -0.48809 1.12221 -4.20359
105 H 2.01902 -1.38729 2.09911
106 F 2.84042 -1.12833 -6.16986
107 C 5.09271 -1.54648 -0.84578
108 O 0.75723 1.21306 -6.89127
109 O -3.25375 4.95589 -3.08037
110 F 1.87775 -6.96439 0.79738
111 C -2.70885 4.32120 1.21950
112 H 5.43871 -1.55566 -3.51834
113 H -2.79430 -2.13998 7.83128
114 H 0.20505 -4.48436 8.67628
115 H 4.70965 -0.24190 5.98369
116 O 0.44154 -1.99551 8.90255
117 C -0.86163 -3.27486 2.27296
118 H -0.46890 8.40895 -4.00696
119 H 4.54841 -2.51615 2.88102
120 F -5.72768 3.88988 -4.69996
121 N 4.03595 -1.22395 -1.87455
122 H 2.84238 -1.33004 -0.36771
123 F 0.29697 -3.87863 2.50387
124 C -4.21170 -0.54559 -0.20935
125 H -4.12574 -3.37460 -0.91628
126 F 1.99653 -5.12519 -0.28726
127 O -2.36554 -1.21523 3.07176
128 H 5.00274 -1.27302 4.46629
129 O -0.98979 2.23383 -4.96042
130 H -1.03268 4.60585 -4.46600
131 H -1.63326 7.06830 -3.60550
132 C 2.89884 -2.71365 4.27829
133 H 4.78696 0.71881 -2.41777
134 C 4.61542 -1.20545 5.48290
135 H -0.99326 -0.58942 8.78102
136 O 1.48697 -1.91750 -3.43089
137 H -3.52271 1.34979 -1.20073
138 H -3.37509 -1.05664 0.26711
139 S 1.59821 1.29898 -5.71002
140 O 0.50463 -6.05428 -2.64571
141 O -0.83166 1.30382 3.28867
142 C 3.45859 -2.52825 2.86556
143 C 3.84637 0.27374 -2.09324
144 O -1.43710 -0.05777 -4.14809
145 N -4.74079 -1.28943 -1.45237
146 H 3.04066 -1.30071 7.50466
147 F 1.68213 0.96691 0.48336
148 C -1.74601 -2.41184 7.95487
149 O -2.93550 6.26333 -0.65911
150 H 1.65695 -2.09442 6.66465
151 C 0.67709 5.58311 -2.60093
152 C 3.16422 0.21885 -6.13563
153 F -1.15729 2.62167 -2.07806
154 O -0.82415 -2.18504 4.66595
155 S -0.32804 0.51006 2.18470
156 H -3.89382 -1.66730 -3.51750
157 C 1.15317 1.60703 1.46558
158 H -6.04698 0.32719 -2.24917
159 H 3.53728 0.75951 -1.16772
160 H -0.35901 9.04530 -6.81161
161 F -1.80988 -4.08296 2.65952
162 H 3.33071 -3.44032 2.28257
163 H -5.66079 -2.77741 -0.22244
164 H 5.20814 -2.60143 -0.59707
165 C -4.05049 0.96875 -0.32646
166 O -5.50200 5.96217 -2.37129
167 H 3.08419 0.46039 -2.84977
168 F 5.16049 -7.79931 -4.70773
169 H -6.92003 -0.93824 -1.27650
170 C 1.42380 -1.65773 -2.05119
171 S -3.82709 5.27651 -0.08293

Forces on the atoms, in the same order (eV/Å):
-0.2 -0.4 -0.1
1.8 2.0 0.5
1.7 -0.6 0.5
0.8 1.7 -0.7
0.0 -0.1 0.3
0.5 -0.7 0.2
-0.6 -1.4 -0.3
-0.2 0.0 0.3
-0.1 -0.1 0.3
-1.3 1.8 -0.4
0.1 0.9 -0.5
-1.7 -1.4 0.1
-0.3 0.0 0.2
0.6 -2.7 -2.3
0.0 -0.2 0.0
0.1 0.0 -0.4
-1.1 -0.7 -0.7
1.4 -0.6 0.1
-2.2 2.2 -0.6
0.0 0.1 0.6
1.1 1.6 3.9
-1.5 1.1 0.7
-2.7 -2.7 -0.6
-1.8 -3.3 2.2
-0.1 0.2 0.2
0.8 1.1 0.5
1.4 0.6 -0.9
-0.3 4.0 -6.0
-0.5 -0.7 0.0
1.3 -1.3 0.1
-0.8 -0.3 -0.2
0.1 -0.2 0.5
-0.5 -0.3 -0.1
0.6 -0.1 0.5
-0.1 -0.6 -0.3
0.6 0.3 -0.7
-0.3 0.7 0.0
0.4 0.7 -1.3
0.9 0.1 0.7
0.4 1.9 -0.3
-1.3 1.1 0.1
0.4 0.7 1.4
-0.7 -0.2 -0.8
0.1 -0.2 0.2
-2.2 -0.9 -0.6
-0.5 -0.2 0.1
0.0 0.2 -0.3
0.3 0.0 1.2
0.0 0.1 -0.1
-0.1 0.4 -0.5
-0.3 -0.3 -0.3
2.3 -0.3 0.3
-0.3 -0.2 -0.3
1.2 0.2 -0.5
-1.1 0.3 -0.5
-0.1 -0.2 -0.2
0.5 -0.5 -0.4
0.0 0.0 0.3
0.2 0.0 0.0
-0.3 -1.0 -0.8
0.3 -0.9 0.3
-0.4 0.0 0.5
-0.5 0.2 0.5
-0.4 -0.9 -0.2
-0.1 0.0 0.4
0.3 -0.3 -0.2
0.2 -0.8 0.3
-0.8 -0.6 0.8
-1.3 1.3 1.5
0.8 -0.9 -0.3
-0.1 0.1 0.0
-0.8 0.7 1.0
-0.2 1.1 -0.7
0.5 0.8 0.2
1.0 0.7 0.1
0.9 -0.8 -1.9
-0.5 -1.2 -0.8
0.4 -0.3 0.5
1.2 0.6 -0.2
1.3 -0.5 1.5
-0.7 -1.5 1.1
0.1 0.5 0.7
-3.3 0.4 2.1
0.1 -0.1 -0.1
-0.6 0.4 -0.1
0.1 -1.4 -0.1
-0.4 0.0 0.5
-0.5 -0.7 0.1
0.2 -0.2 -0.6
-0.2 0.3 -0.2
0.2 1.0 -0.8
0.4 -1.0 0.7
-0.1 -0.1 -0.4
0.0 0.0 0.3
-0.8 0.0 -0.3
-0.3 -0.6 0.0
0.2 0.1 -0.7
-0.2 0.0 0.9
-0.6 0.9 -0.1
0.8 0.3 0.6
0.5 -0.9 -0.1
0.3 -0.4 0.1
0.1 -0.3 0.3
-2.8 -4.3 1.4
-0.7 -0.1 0.2
0.9 1.9 0.7
-0.6 2.0 0.5
0.9 0.0 0.9
-2.7 -0.3 0.4
-0.5 0.2 0.4
0.1 -0.8 -0.5
-0.1 0.0 0.2
0.1 0.6 0.4
-0.4 0.4 0.1
0.1 -0.4 0.0
-0.6 -0.7 -0.7
1.0 2.0 0.4
0.0 -0.2 0.3
0.1 0.7 0.2
-0.1 -0.2 0.5
0.8 -1.5 -1.5
-1.3 -0.5 0.5
0.6 -0.1 -0.1
-1.3 0.8 0.3
0.1 0.4 0.0
0.9 2.2 0.5
2.4 -0.3 -0.2
0.3 1.0 0.0
1.0 0.2 0.5
0.1 0.3 0.0
-0.3 0.3 -0.1
1.3 0.1 1.6
0.0 -0.2 0.0
-0.7 -1.4 -1.9
-0.6 0.1 0.0
0.7 -1.6 0.1
0.0 -0.5 -0.5
0.3 0.0 -0.7
2.9 2.2 -4.0
1.7 -0.8 1.4
0.9 -0.4 -0.1
-0.5 0.6 -0.6
0.4 -0.7 0.0
2.8 2.9 0.3
-0.2 -0.7 -1.0
-0.1 0.5 -0.4
1.3 -1.0 -1.5
0.6 -1.1 -0.3
-0.2 -1.4 0.2
0.0 0.1 0.5
-0.1 -1.4 -0.4
-1.6 -0.2 -0.4
-0.6 0.9 0.2
1.4 0.8 -0.9
-2.1 4.9 -1.1
-0.3 -0.6 0.5
-1.7 0.5 2.0
0.2 -0.1 0.4
0.0 -0.3 0.1
0.5 -0.1 -0.4
-0.8 -0.3 -0.4
-0.7 -0.4 0.3
-0.1 -0.2 -0.3
-0.2 0.1 -0.6
0.4 0.5 -0.1
2.5 -3.7 0.0
0.1 -0.3 0.0
-0.1 1.5 0.7
0.4 0.3 0.3
0.5 0.9 -1.1
0.0 -0.1 1.6

Orbital gap (alpha / beta) in eV: 2.57 / 8.14
LUMO energy (alpha / beta) in eV: -0.31 / -0.35
HOMO energy (alpha / beta) in eV: -2.88 / -8.49
Spin multiplicity: 2
DFT total energy in Eh: -8995.36678